No. 1
C38H48IrN5O5PS as an isolated structure. Source: OMol25; level of theory: ωB97M-V/def2-TZVPD.

Atoms and positions in Å:
Ir (0.54318, 1.51895, -2.22818)
O (4.60768, 3.32845, -3.52308)
C (3.37628, 3.00325, -3.23688)
O (2.96278, 1.85765, -3.16998)
C (2.46728, 4.15345, -2.99058)
C (2.81708, 5.49805, -3.04798)
C (1.83118, 6.44815, -2.80238)
C (0.53508, 6.03735, -2.52968)
C (0.27968, 4.66935, -2.51118)
N (1.22238, 3.77425, -2.71488)
C (-1.10902, 4.04605, -2.27768)
O (-2.07192, 4.73985, -2.07428)
O (-1.07892, 2.77465, -2.34628)
H (5.17438, 2.55635, -3.70088)
H (3.83008, 5.78335, -3.28828)
H (2.07098, 7.50135, -2.83618)
H (-0.28092, 6.71925, -2.34148)
S (1.49878, 2.06705, 0.01242)
C (2.45148, 0.56345, 0.17032)
N (3.13158, 0.30015, 1.25542)
N (2.91088, 1.01245, 2.34092)
C (3.67938, 0.97865, 3.46292)
C (3.29088, 1.77145, 4.56252)
C (4.07958, 1.80645, 5.68992)
C (5.25528, 1.05735, 5.74582)
C (5.62838, 0.25395, 4.66972)
C (4.84848, 0.19735, 3.53682)
N (2.51158, -0.23285, -0.87778)
N (1.69298, -0.10515, -1.85788)
C (1.76038, -0.90305, -2.95738)
C (2.69178, -1.95125, -3.05218)
C (2.70668, -2.73705, -4.18058)
C (1.80928, -2.51115, -5.22038)
C (0.86938, -1.48975, -5.12128)
C (0.83738, -0.68885, -4.00238)
H (2.13398, 1.68395, 2.31542)
H (2.37888, 2.35145, 4.51172)
H (3.78668, 2.41895, 6.53022)
H (5.86608, 1.08825, 6.63412)
H (6.53638, -0.32555, 4.72312)
H (5.11498, -0.42635, 2.69852)
H (3.36788, -2.11065, -2.22738)
H (3.41668, -3.54525, -4.24928)
H (1.83798, -3.12285, -6.10868)
H (0.15888, -1.33235, -5.91728)
H (0.08868, 0.10775, -3.92868)
O (-1.03172, -0.10655, -1.47338)
P (-1.94722, -0.65955, -0.41668)
C (-3.25122, -1.58505, -1.41538)
C (-4.70472, -1.62035, -0.95158)
C (-4.98052, -2.67025, 0.11492)
C (-4.56672, -4.05485, -0.37538)
C (-3.09162, -4.03785, -0.75198)
C (-2.81032, -2.99415, -1.82528)
C (-2.87072, 0.82005, 0.35622)
C (-3.79252, 0.62095, 1.55222)
C (-3.15212, 0.82665, 2.92262)
C (-2.31032, 2.09355, 2.99812)
C (-1.26252, 2.07095, 1.89522)
C (-1.94432, 2.00915, 0.53822)
C (-0.78072, -1.57395, 0.75202)
C (-1.35562, -2.20565, 2.01542)
C (-0.44072, -3.32175, 2.54052)
C (1.01788, -2.95305, 2.29392)
C (1.31338, -2.94745, 0.79242)
C (0.05888, -2.58895, -0.02498)
H (-3.19952, -0.94155, -2.30548)
H (-5.29882, -1.87435, -1.83448)
H (-5.03732, -0.63365, -0.62478)
H (-6.04482, -2.67025, 0.34952)
H (-4.43412, -2.43745, 1.03262)
H (-5.17212, -4.33465, -1.23878)
H (-4.73942, -4.79265, 0.40912)
H (-2.79572, -5.02615, -1.11078)
H (-2.51002, -3.82065, 0.14452)
H (-3.37702, -3.26155, -2.72088)
H (-1.75302, -2.98655, -2.09668)
H (-3.48272, 1.02635, -0.53568)
H (-4.27022, -0.35715, 1.51962)
H (-4.59422, 1.36015, 1.44732)
H (-2.50762, -0.01925, 3.16452)
H (-3.94042, 0.85715, 3.67552)
H (-1.83432, 2.16215, 3.97752)
H (-2.94102, 2.97465, 2.87242)
H (-0.61092, 1.20075, 2.01942)
H (-0.64232, 2.96785, 1.93882)
H (-1.20262, 2.00745, -0.25958)
H (-2.54142, 2.91695, 0.41062)
H (-0.10372, -0.75445, 1.03182)
H (-2.35182, -2.61325, 1.84082)
H (-1.45132, -1.43885, 2.78502)
H (-0.66182, -4.27295, 2.05412)
H (-0.61942, -3.45855, 3.60752)
H (1.66798, -3.66795, 2.79862)
H (1.21648, -1.96745, 2.72162)
H (1.65428, -3.93505, 0.48202)
H (2.11648, -2.24045, 0.57702)
H (-0.50792, -3.49825, -0.21838)
H (0.35588, -2.17855, -0.99068)

Cartesian forces, eV/Å:
-2.369 0.564 5.077
0.693 0.447 -0.133
-0.404 -0.991 0.063
0.714 0.565 -0.310
0.060 0.487 0.001
0.002 -0.493 -0.057
-0.258 0.035 0.055
0.230 -0.293 -0.105
-0.901 -0.092 0.245
0.507 -1.235 -0.051
0.676 1.822 -0.043
0.042 -0.060 0.013
0.296 -2.012 -0.557
-0.339 0.031 0.069
0.035 -0.002 0.007
0.040 0.024 0.002
-0.029 0.040 -0.018
-0.624 -0.799 -1.913
-1.868 3.541 0.302
0.726 -0.872 0.776
-0.491 0.245 -1.279
0.441 -0.217 0.465
-0.056 0.097 -0.030
-0.120 0.035 -0.084
-0.193 0.023 -0.033
-0.087 -0.066 -0.204
0.070 -0.066 -0.105
-0.021 -3.168 -1.912
1.491 2.929 0.721
0.372 -1.788 -0.827
-0.297 0.243 0.115
0.128 -0.169 -0.049
-0.010 0.161 0.227
-0.106 0.126 -0.098
0.337 0.129 0.396
0.002 -0.099 0.143
-0.053 0.061 -0.002
-0.016 0.006 0.011
0.087 0.020 0.067
0.055 -0.077 -0.009
0.077 -0.037 -0.066
0.113 -0.090 0.003
0.106 -0.073 -0.062
-0.010 -0.102 -0.038
-0.040 0.062 -0.076
-0.184 -0.220 -0.191
2.388 1.692 -2.216
-1.353 0.219 1.877
0.522 0.032 0.146
-0.010 0.267 0.341
-0.179 -0.192 -0.216
0.159 0.182 0.315
-0.174 -0.206 -0.197
0.240 0.052 0.017
0.585 -1.018 -0.748
-0.312 -0.058 0.130
0.068 0.053 0.041
0.136 -0.197 0.029
-0.358 0.133 0.064
0.379 0.199 -0.153
-0.750 0.240 -0.823
-0.125 -0.121 0.267
0.090 0.231 0.188
-0.054 -0.344 0.036
-0.109 0.019 -0.091
0.421 0.021 -0.059
0.061 0.010 0.133
0.002 0.074 -0.033
-0.052 -0.007 -0.038
-0.007 0.088 0.135
-0.021 0.022 0.104
-0.047 -0.058 -0.048
-0.066 -0.056 -0.063
0.132 0.047 0.026
0.071 -0.077 0.054
0.050 0.007 -0.069
0.022 -0.081 -0.134
-0.019 0.051 0.134
-0.102 -0.012 0.019
-0.015 -0.054 -0.011
-0.103 0.018 0.082
0.001 -0.088 0.007
-0.063 0.061 0.056
-0.042 0.094 0.027
0.128 -0.103 0.110
0.098 0.017 0.024
-0.265 0.133 0.172
0.021 0.029 -0.052
-0.095 0.108 -0.055
-0.076 0.088 0.035
0.001 -0.137 -0.046
-0.033 -0.044 -0.028
-0.064 -0.075 -0.035
0.089 0.118 0.049
0.031 0.080 0.122
0.089 -0.019 -0.031
0.051 -0.081 -0.041
-0.088 0.082 -0.008
-0.075 -0.108 -0.052

Multiplicity   2
Relative energy (zero: lowest compared OMol25 entry of this formula, charge and spin)   360.7 kJ/mol
HOMO level (alpha / beta)   -13.73 / -14.00 eV
Charge   +2

No. 2
C35H23AsCl2N3O11S2Tl as an isolated structure. Source: OMol25; level of theory: ωB97M-V/def2-TZVPD.

Atoms and positions in Å:
Tl (-0.91250, 0.82430, -0.07335)
O (-4.42643, -0.38427, -1.93112)
C (-3.88945, 0.26204, -1.05669)
N (-2.83738, 1.14052, -1.26970)
C (-2.99461, 2.04075, -2.21638)
O (-4.04685, 2.33253, -2.75797)
C (-1.74917, 2.80921, -2.66263)
C (-1.97747, 3.81128, -3.59348)
C (-0.89344, 4.57652, -3.96118)
C (0.33392, 4.27185, -3.40165)
C (0.47668, 3.22178, -2.49489)
N (-0.56222, 2.45421, -2.18836)
C (-4.39640, 0.14366, 0.38302)
C (-4.77003, -1.10156, 0.83309)
C (-5.36121, -1.19352, 2.07263)
C (-5.58830, -0.03214, 2.77344)
C (-5.23551, 1.18077, 2.17910)
N (-4.61166, 1.27234, 1.02058)
H (-2.98105, 3.96946, -3.93504)
H (-0.98550, 5.35679, -4.72393)
H (1.17239, 4.88493, -3.68771)
H (1.43150, 3.07120, -2.00977)
H (-4.55517, -1.99817, 0.23418)
H (-5.73458, -2.14845, 2.40294)
H (-6.01705, -0.05246, 3.78273)
H (-5.38831, 2.11532, 2.67319)
Cl (3.40960, 3.14729, 5.72402)
C (2.40734, 3.13506, 4.25086)
C (2.39821, 4.22710, 3.39064)
C (1.56243, 4.10831, 2.29603)
Cl (1.57333, 5.45209, 1.14347)
C (0.74420, 2.96723, 1.92628)
O (0.10467, 2.92008, 0.83662)
C (0.77603, 1.96373, 2.93591)
C (0.00886, 0.61327, 2.69775)
O (-1.24297, 0.76132, 2.08707)
C (1.56944, 2.05852, 4.03062)
H (2.96088, 5.13832, 3.58571)
H (0.68340, -0.02842, 2.12300)
H (1.59730, 1.20479, 4.72115)
O (-2.72217, -0.38966, 3.97022)
As (-1.29786, -1.27670, 4.36360)
O (-0.06035, -0.06405, 3.96018)
O (-1.24735, -2.30452, 2.84881)
C (-2.15334, -3.25012, 2.50171)
C (-2.93119, -3.89947, 3.50734)
C (-3.98777, -4.74966, 3.15815)
C (-4.26984, -5.02159, 1.84431)
C (-3.47968, -4.45698, 0.88119)
C (-2.40425, -3.60997, 1.17161)
S (-1.66051, -2.81865, -0.29404)
O (-0.30665, -3.29380, -0.28925)
O (-2.44227, -3.20057, -1.44391)
O (-1.82000, -1.39088, 0.02380)
H (-2.56381, 0.10378, 3.13429)
H (-2.78127, -3.61600, 4.53355)
H (-4.50578, -5.30399, 3.97069)
H (-5.03330, -5.76338, 1.56640)
H (-3.55318, -4.72005, -0.15588)
C (9.47986, -1.23421, -4.06017)
C (8.08028, -1.08594, -3.55262)
O (7.76230, -0.22209, -2.80321)
S (6.92021, -2.22727, -4.17837)
C (5.38980, -1.68608, -3.46200)
C (4.80067, -2.46430, -2.45554)
C (3.70091, -1.99699, -1.83791)
C (3.15070, -0.78735, -2.13549)
C (3.65382, -0.04467, -3.20169)
C (4.81626, -0.49621, -3.83540)
C (1.94275, -0.32877, -1.41289)
C (0.98156, -0.05350, -0.69418)
H (10.09700, -0.61011, -3.47273)
H (9.59923, -0.93608, -5.09444)
H (9.80569, -2.27117, -3.97329)
H (5.30469, -3.37062, -2.08417)
H (3.23186, -2.64058, -1.06509)
H (3.17962, 0.91870, -3.42327)
H (5.27041, 0.06588, -4.65049)

Cartesian forces, eV/Å:
0.165 0.216 0.156
0.281 0.404 0.519
-0.643 -0.857 0.346
1.132 -0.681 1.348
0.520 0.786 -0.890
-0.582 0.238 -0.363
-0.755 -0.710 -0.067
0.459 0.233 0.370
-0.063 -0.169 -0.571
0.379 0.195 0.033
-0.188 0.693 -0.652
-0.171 0.467 0.742
0.364 -0.272 -1.721
0.190 -1.015 -0.146
-0.364 -0.253 -0.412
-0.332 0.756 0.558
0.224 -0.614 0.759
-0.013 0.425 -0.147
-0.231 0.019 -0.097
0.053 -0.156 0.394
0.349 -0.022 0.178
-0.053 -0.443 0.089
-0.206 0.630 0.193
0.237 -0.221 0.377
0.088 0.081 -0.495
-0.229 0.449 0.457
-0.171 0.110 -0.383
0.110 0.485 0.468
-0.378 -0.575 0.275
-0.238 0.196 -0.970
-0.039 -0.116 0.115
0.900 0.666 1.156
-0.448 -0.323 -1.005
-1.404 -1.302 -1.066
0.104 0.856 -0.334
0.789 -0.095 0.154
1.018 -0.641 1.276
-0.061 -0.307 -0.150
-0.056 -0.045 -0.471
-0.046 0.547 -0.265
-0.924 0.159 0.170
0.586 0.195 -0.143
-0.694 -0.619 0.203
0.384 -0.327 -0.614
-0.674 -0.054 1.081
-0.307 0.345 -1.247
0.553 -0.269 1.751
-0.619 -1.030 -0.262
1.318 0.132 -0.298
-0.830 0.535 -0.596
0.052 -0.063 0.907
0.831 -0.046 -0.084
-0.343 -0.297 -0.017
-0.053 0.151 -0.021
0.284 0.087 -0.071
0.133 -0.127 0.309
0.170 0.651 -0.601
0.267 0.490 0.172
-0.473 0.042 -0.382
-0.022 -0.979 -0.412
-0.047 -0.043 -0.498
-0.120 1.261 1.099
-0.497 -0.913 -0.730
0.426 -0.683 0.583
2.121 -0.416 -0.660
-1.179 -1.885 2.092
-2.534 1.705 -0.041
0.579 0.342 0.266
-0.623 0.749 -0.576
-0.085 -0.114 0.679
1.105 0.105 -1.371
0.717 0.628 0.719
-0.280 0.027 -0.286
0.054 -0.021 -0.041
-0.393 0.380 -0.458
0.257 0.727 -0.460
0.311 -0.481 -0.148
-0.137 0.023 0.226

Multiplicity   1
Relative energy (zero: lowest compared OMol25 entry of this formula, charge and spin)   59.8 kJ/mol
HOMO level   -2.48 eV
Charge   -2

No. 3
The molecule C32H38ClN3O2. Source: OMol25; level of theory: ωB97M-V/def2-TZVPD.

Atoms and positions in Å:
C (1.04368, 5.40560, 0.08218)
C (1.88514, 4.13603, 0.09910)
C (2.01833, 3.53121, -1.29558)
C (2.86556, 2.25671, -1.28785)
C (2.18259, 1.16811, -0.53542)
N (0.89634, 0.97348, -0.51832)
C (0.65656, -0.08004, 0.32608)
C (-0.69095, -0.55635, 0.57614)
C (-1.77555, 0.13709, 0.04726)
C (-3.07399, -0.27559, 0.27718)
C (-3.31676, -1.40878, 1.04758)
O (-4.54847, -1.90614, 1.34408)
C (-5.68821, -1.20385, 0.89180)
C (-6.92641, -1.95815, 1.36114)
C (-8.20051, -1.26942, 0.86855)
N (-8.23424, -1.18894, -0.58115)
C (-8.89962, 0.00459, -1.07562)
C (-7.96354, 1.20928, -1.05679)
C (-8.69888, -2.41179, -1.21513)
C (-8.00703, -2.63333, -2.55676)
C (-2.23205, -2.11435, 1.57396)
C (-0.94160, -1.69492, 1.34361)
C (1.85180, -0.51357, 0.84003)
N (2.82905, 0.27537, 0.28244)
C (4.19651, 0.18161, 0.57040)
C (4.61653, 0.07255, 1.89393)
C (5.95915, -0.02632, 2.19197)
C (6.90612, -0.01222, 1.17120)
O (8.22337, -0.03434, 1.54579)
C (9.16646, -0.62892, 0.75412)
C (8.91164, -1.75595, -0.02170)
C (9.93207, -2.34203, -0.74673)
C (11.20946, -1.80826, -0.69215)
Cl (12.48220, -2.54106, -1.60413)
C (11.47798, -0.69633, 0.09128)
C (10.45705, -0.10884, 0.81149)
C (6.49087, 0.10535, -0.15137)
C (5.14452, 0.19242, -0.44808)
H (0.04350, 5.19044, -0.28617)
H (0.95908, 5.82331, 1.08273)
H (1.49414, 6.15488, -0.56581)
H (1.41956, 3.40236, 0.75956)
H (2.87928, 4.36236, 0.49467)
H (1.02752, 3.28349, -1.67612)
H (2.47720, 4.26041, -1.96708)
H (3.83982, 2.45798, -0.83460)
H (3.03026, 1.93355, -2.32076)
H (-1.57981, 1.01348, -0.55038)
H (-3.88846, 0.29023, -0.14753)
H (-5.70190, -1.14370, -0.20326)
H (-5.68987, -0.18403, 1.30163)
H (-6.87008, -2.97898, 0.98263)
H (-6.93339, -2.00391, 2.45107)
H (-8.21949, -0.25455, 1.27053)
H (-9.08056, -1.80127, 1.26877)
H (-9.20451, -0.17786, -2.10754)
H (-9.81175, 0.23034, -0.49621)
H (-7.07360, 0.99084, -1.64037)
H (-7.65706, 1.45488, -0.04345)
H (-8.46262, 2.07524, -1.48481)
H (-8.45744, -3.25042, -0.55966)
H (-9.79381, -2.40480, -1.35446)
H (-8.23441, -1.83114, -3.25390)
H (-8.33382, -3.57342, -2.99444)
H (-6.93064, -2.66668, -2.41304)
H (-2.43477, -2.99347, 2.16590)
H (-0.11884, -2.25623, 1.75997)
H (2.09790, -1.30846, 1.51295)
H (3.88407, 0.07278, 2.68680)
H (6.29595, -0.10550, 3.21335)
H (7.91929, -2.18091, -0.04840)
H (9.73636, -3.21585, -1.34782)
H (12.47707, -0.29278, 0.13333)
H (10.64323, 0.75477, 1.42992)
H (7.22161, 0.13335, -0.94597)
H (4.82587, 0.25931, -1.47657)

Cartesian forces, eV/Å:
0.153 -0.175 0.116
-0.123 0.101 -0.231
0.172 -0.106 0.268
-0.068 0.221 -0.168
0.314 -0.039 0.094
-0.226 0.151 -0.206
0.865 0.001 0.163
-0.482 -0.069 0.010
0.348 -0.132 0.111
-0.418 -0.142 0.079
0.184 0.004 0.011
0.183 -0.126 0.110
-0.335 0.018 -0.106
0.154 0.302 -0.123
0.210 -0.187 0.112
-0.103 -0.007 -0.006
0.179 0.189 -0.008
-0.275 -0.175 -0.045
0.135 -0.029 -0.216
-0.198 -0.054 0.250
-0.222 -0.024 0.021
-0.098 0.184 -0.135
-0.557 -0.146 -0.010
-0.586 0.169 -0.267
0.702 0.009 0.128
-0.114 0.045 -0.245
0.387 -0.094 -0.149
-0.491 0.066 -0.093
-0.016 0.110 0.219
0.457 -0.267 -0.302
-0.144 0.162 0.246
0.178 0.067 -0.012
-0.149 0.078 0.109
0.165 -0.094 -0.117
-0.031 -0.147 -0.109
-0.400 0.013 0.068
0.286 0.075 0.160
-0.215 -0.073 0.197
-0.137 0.030 -0.042
-0.064 0.109 0.060
0.000 0.121 -0.064
0.056 -0.033 0.067
0.037 -0.057 0.047
-0.031 0.060 -0.084
-0.030 0.008 -0.056
-0.014 0.003 -0.097
0.122 -0.022 0.042
-0.012 0.083 -0.056
-0.092 0.027 -0.022
0.074 0.059 0.140
0.026 -0.026 -0.060
-0.016 -0.089 0.025
0.006 -0.066 0.036
-0.067 0.008 0.028
0.011 0.125 -0.016
-0.064 -0.011 0.036
-0.003 -0.072 -0.093
0.112 -0.008 -0.070
0.059 0.075 0.116
-0.010 0.163 -0.001
-0.074 0.003 0.014
0.052 -0.036 0.105
-0.008 0.074 -0.115
-0.026 -0.088 -0.134
0.123 -0.008 -0.007
-0.022 -0.100 0.068
0.084 -0.088 0.054
0.061 -0.162 0.132
-0.073 0.031 0.064
0.044 -0.010 0.114
-0.050 -0.028 -0.013
0.008 -0.077 -0.057
0.094 0.020 -0.008
0.015 0.104 0.066
0.029 -0.008 -0.050
-0.045 0.008 -0.091

Multiplicity   1
Relative energy (zero: lowest compared OMol25 entry of this formula, charge and spin)   0.0 kJ/mol
HOMO level   -7.38 eV
SMILES   CCCCc1nc(-c2ccc(OCCCN(CC)CC)cc2)cn1-c1ccc(Oc2ccc(Cl)cc2)cc1

No. 4
C3H4OS2 as an isolated structure. Source: OMol25; level of theory: ωB97M-V/def2-TZVPD.

Atoms and positions in Å:
C (-1.50126, -0.87860, -0.01105)
C (1.21775, -0.20645, -0.05864)
C (0.85470, 1.42583, 0.02906)
H (-1.55015, -1.20314, 1.47255)
H (-1.41713, 0.60467, -0.33627)
H (-2.17064, -1.68640, -0.72777)
H (1.62746, 1.95564, 1.18623)
O (-0.01160, 2.00440, -0.74653)
S (0.13391, -1.36212, -0.50074)
S (2.81697, -0.65383, -0.30684)

Cartesian forces, eV/Å:
-0.546 1.195 1.326
2.021 2.739 -1.178
-2.038 1.294 -0.353
-0.387 1.191 -4.705
-1.149 -4.715 1.094
1.376 2.861 2.405
-2.308 -1.075 -3.746
5.220 -3.150 4.616
-0.909 -1.502 -0.257
-1.281 1.161 0.798

Multiplicity   1
Relative energy (zero: lowest compared OMol25 entry of this formula, charge and spin)   712.1 kJ/mol
HOMO level   -8.97 eV